[1]
{
  "formula": "C2H6O3S2",
  "method": "wB97M-V/def2-TZVPD",
  "elements": ["O", "H", "O", "H", "S", "H", "H", "O", "C", "S", "H", "C", "H"],
  "xyz": [[0.322140, 0.999037, -1.253006], [-0.613922, -2.191241, -1.938734], [2.384644, -0.764083, 1.573537], [-1.048680, 1.533460, 0.875187], [0.935247, -0.669899, 1.572244], [-0.455754, 3.005840, -0.116934], [0.818702, 2.153488, 0.850098], [0.257085, -1.862186, 2.087539], [-0.717742, -1.378522, -1.205330], [0.830546, -0.448023, -0.966808], [-1.352235, -0.570251, -1.600894], [-0.166766, 2.035912, 0.313436], [-1.193266, -1.843533, -0.190337]],
  "forces_ev_per_angstrom": [[-1.1, 3.2, 2.8], [0.1, 0.4, 0.3], [-0.6, 0.3, 0.1], [1.9, 0.6, -1.2], [0.6, -1.2, 1.7], [0.1, -0.8, -0.4], [-1.3, -0.6, -0.6], [0.2, 1.0, -0.9], [-1.0, -0.8, 1.9], [-0.3, -1.8, -0.6], [-0.1, -0.6, 0.1], [0.2, -1.0, -0.7], [1.3, 1.2, -2.3]],
  "lowdin_charge": [-0.610, 0.034, -0.489, 0.087, 0.674, 0.050, 0.060, -0.458, -0.334, 0.782, 0.035, 0.080, 0.089],
  "total_energy_ev": -29980.44176,
  "e_above_lowest_kcal_mol": 72.6,
  "total_charge": 0,
  "fmax_ev_per_a": 4.434,
  "homo_lumo_gap_ev": [7.75, 7.75],
  "lumo_ev": [-1.0, -1.0]
}



[2]
{
  "formula": "C17H22Cl28O4S",
  "method": "wB97M-V/def2-TZVPD",
  "elements": ["H", "O", "H", "Cl", "Cl", "H", "Cl", "Cl", "C", "H", "C", "Cl", "Cl", "H", "H", "Cl", "H", "H", "C", "C", "H", "Cl", "Cl", "O", "C", "C", "Cl", "C", "Cl", "S", "Cl", "Cl", "C", "C", "H", "Cl", "Cl", "O", "H", "H", "H", "C", "Cl", "O", "Cl", "H", "H", "C", "Cl", "Cl", "H", "C", "H", "Cl", "H", "C", "Cl", "C", "H", "H", "Cl", "C", "H", "Cl", "Cl", "Cl", "H", "C", "C", "Cl", "Cl", "Cl"],
  "xyz": [[1.526340, 3.673995, -5.484191], [1.669470, 4.590652, -8.348559], [-3.121906, -7.512323, 9.236338], [-2.253853, -7.955750, 11.361753], [6.477461, 4.198755, -2.798005], [7.862975, 1.356051, 1.463192], [-6.680499, 4.401828, -1.550000], [-5.967672, -10.271868, 7.052582], [-3.184651, -0.247144, 2.796215], [2.537288, 1.283308, -6.008850], [2.592697, 3.958535, -3.636089], [-3.841836, -5.276319, 7.620698], [-4.492885, -9.234658, 10.021914], [0.362845, 1.412535, -6.250416], [-2.388724, -6.175019, 6.015993], [-6.292731, 3.604977, 1.213614], [5.284202, 2.902788, -1.253836], [-5.870046, 5.683659, 0.228700], [-2.965582, -5.263320, 6.087950], [-0.918300, -1.166418, 8.417595], [1.786958, 4.592003, -3.277291], [6.578520, -0.332795, 2.436918], [-1.843899, -3.897993, 6.036832], [2.850886, 1.292187, -3.631259], [8.086448, 0.522061, 2.113335], [5.920663, 3.775583, -1.175190], [0.315025, 2.133418, -2.767237], [1.362709, 1.155209, -8.217582], [-4.311385, 1.745828, -1.080148], [2.335715, 2.374042, -2.851767], [-1.817636, -9.424831, 8.897920], [-1.063277, 0.231556, 7.350156], [-3.128991, 0.840855, -2.019853], [-5.553223, -9.038966, 5.864691], [3.522541, 4.367088, -3.262260], [-4.722878, 0.516681, 3.207776], [-6.399601, -7.529007, 6.206834], [2.882128, 2.456753, -1.530945], [4.276251, 2.729773, -5.083529], [0.956235, 1.320745, -9.213507], [-5.869311, -9.387123, 4.891228], [2.413427, 2.252586, -7.970880], [7.288186, 3.375727, -0.131560], [0.270418, 3.057166, -7.452213], [-2.841408, -1.588670, 3.889645], [-0.694152, 1.195096, -7.632835], [1.644916, 0.124289, -8.064943], [1.474398, 3.446268, -7.978378], [-3.394445, -0.899792, -1.874092], [9.237656, -0.525009, 1.282098], [-2.144279, 1.061485, -1.629370], [-6.655899, 4.948256, 0.126313], [-2.402124, 0.490305, 2.911955], [-3.175883, 1.333002, -3.716493], [-0.979725, -2.056975, 7.809270], [3.123128, 1.924496, -6.651386], [-2.244462, -1.211090, 9.578272], [-2.946541, -8.414562, 9.805127], [3.998070, 1.337244, -6.916243], [4.262197, 3.758901, -6.467459], [-3.803077, -8.795777, 5.816071], [2.524440, 3.940148, -5.154181], [3.102266, 2.294879, -8.803472], [-3.190337, -0.785664, 1.114123], [8.780476, 1.161197, 3.604105], [0.641455, -1.170370, 9.241405], [2.648298, 4.975249, -5.459491], [3.626329, 3.126351, -5.858612], [0.235940, 1.644246, -7.304208], [-8.183585, 5.713342, 0.563035], [-4.078873, -5.201357, 4.727075], [4.964718, 5.081706, -0.484399]],
  "forces_ev_per_angstrom": [[-0.2, -0.2, 0.0], [-0.3, -1.9, 0.7], [0.0, 0.0, 0.0], [0.0, 0.0, 0.0], [0.0, 0.0, 0.0], [0.0, 0.0, 0.0], [0.0, 0.1, 0.0], [-0.1, -0.1, -0.1], [-0.1, -0.1, 0.0], [-0.3, 0.0, 0.1], [-1.1, 0.2, -0.6], [0.0, 0.0, 0.0], [0.1, 0.1, 0.1], [0.1, -0.2, 0.2], [0.0, 0.0, 0.0], [0.0, 0.0, 0.0], [0.0, 0.0, 0.0], [0.0, 0.0, 0.0], [-0.1, 0.1, 0.0], [0.0, 0.1, 0.1], [-0.1, 0.1, 0.3], [0.0, 0.0, 0.0], [0.1, -0.1, 0.0], [-0.6, 0.1, -0.6], [0.0, -0.1, 0.1], [-0.1, -0.1, 0.0], [0.0, 0.3, -0.1], [-0.5, 1.0, 0.1], [0.0, 0.0, 0.0], [2.0, -0.6, 0.5], [0.0, 0.0, 0.0], [0.0, 0.0, 0.0], [-0.1, 0.0, 0.0], [-0.1, 0.1, 0.1], [0.3, -0.3, 0.2], [0.0, 0.0, 0.0], [0.0, -0.1, 0.0], [-0.7, 0.4, 0.4], [0.2, -0.1, 0.1], [0.1, -0.5, -0.4], [0.0, 0.0, 0.0], [-0.7, -1.2, -0.2], [0.0, 0.1, 0.0], [-0.1, 0.6, -0.5], [0.0, 0.1, -0.1], [-0.4, 0.5, 0.0], [0.3, -0.2, 0.1], [0.2, 1.7, 0.0], [0.0, 0.0, -0.4], [0.0, 0.0, 0.0], [0.0, 0.0, 0.0], [-0.1, -0.1, 0.0], [0.0, 0.0, 0.0], [0.1, 0.0, 0.0], [0.0, 0.0, 0.0], [0.8, 0.8, -0.2], [0.0, 0.0, 0.0], [0.0, -0.1, 0.1], [0.1, -0.2, -0.1], [-0.1, 0.2, -0.3], [0.0, 0.0, 0.0], [0.5, 0.2, -0.4], [0.3, 0.4, 0.0], [0.1, 0.1, 0.4], [0.0, 0.0, 0.0], [0.0, 0.0, 0.0], [-0.2, 0.3, 0.0], [-0.1, -0.4, 0.6], [0.4, -0.9, 0.0], [0.0, 0.0, 0.0], [0.1, 0.0, 0.0], [0.0, 0.0, 0.0]],
  "lowdin_charge": [0.102, 0.122, -0.045, 0.529, 0.543, -0.071, 0.515, 0.521, -1.528, 0.093, -0.267, 0.542, 0.514, 0.112, -0.009, 0.503, -0.008, 0.012, -1.535, -1.570, 0.102, 0.524, 0.536, -0.325, -1.572, -1.542, 0.421, -0.107, 0.505, 0.337, 0.510, 0.517, -1.558, -1.525, 0.073, 0.523, 0.519, -0.352, 0.091, 0.125, 0.013, -0.199, 0.568, 0.016, 0.500, 0.126, 0.126, -0.437, 0.503, 0.522, -0.026, -1.553, 0.014, 0.518, -0.059, -0.150, 0.525, -1.559, 0.126, 0.121, 0.527, -0.198, 0.151, 0.502, 0.523, 0.527, 0.125, -0.176, -0.162, 0.528, 0.528, 0.551],
  "smiles": "O=C1OCC[C@@H]1CCCCS(=O)(=O)Cl.ClC(Cl)Cl.ClC(Cl)Cl.ClC(Cl)Cl.ClC(Cl)Cl.ClC(Cl)Cl.ClC(Cl)Cl.ClC(Cl)Cl.ClC(Cl)Cl.ClC(Cl)Cl",
  "total_energy_ev": -387638.09573,
  "total_charge": 0,
  "fmax_ev_per_a": 2.122,
  "homo_lumo_gap_ev": 10.32,
  "lumo_ev": -0.2
}



[3]
{
  "formula": "C5H6O2",
  "method": "wB97M-V/def2-TZVPD",
  "elements": ["H", "H", "O", "H", "C", "C", "H", "H", "O", "C", "H", "C", "C"],
  "xyz": [[-1.158081, 3.114485, -0.954696], [-1.803846, -0.635285, 1.684274], [0.651241, -0.928776, -0.604631], [1.031109, 0.693123, 0.507303], [1.800283, -0.377628, -0.930870], [-1.098310, -1.127610, 1.008636], [-1.734166, -1.574899, 0.212847], [2.406060, -1.003798, -1.579664], [2.175429, 0.715599, -0.533855], [-0.047300, -0.115700, 0.391491], [-0.651430, -1.973111, 1.541207], [-0.679990, 1.042175, -0.191682], [-0.890995, 2.171420, -0.550365]],
  "forces_ev_per_angstrom": [[-0.1, 0.1, 0.0], [0.4, 0.2, 0.0], [0.1, 0.2, -0.5], [-2.0, -2.2, 1.8], [0.4, 0.4, -0.1], [0.5, 0.4, 0.2], [0.7, 0.5, 0.1], [0.0, -0.2, -0.1], [-0.1, -0.6, -0.3], [0.6, 0.5, -0.3], [0.2, 0.3, -0.1], [-0.3, 0.7, -0.6], [-0.4, -0.3, -0.2]],
  "lowdin_charge": [0.026, 0.075, 0.000, 0.210, -0.312, -0.027, 0.090, 0.152, 0.052, -0.325, 0.070, -0.145, 0.133],
  "total_energy_ev": -9373.10278,
  "e_above_lowest_kcal_mol": 92.1,
  "total_charge": 0,
  "fmax_ev_per_a": 3.493,
  "homo_lumo_gap_ev": 10.11,
  "lumo_ev": 0.9
}



[4]
{
  "formula": "C5H13NO",
  "method": "wB97M-V/def2-TZVPD",
  "elements": ["C", "O", "H", "H", "H", "H", "H", "N", "C", "H", "H", "C", "H", "H", "H", "C", "H", "H", "C", "H"],
  "xyz": [[-0.022416, -1.693345, 0.044130], [-1.071544, 1.515693, -2.439495], [-0.719858, 1.090737, 1.479120], [-0.674031, 1.004208, -1.738309], [0.006314, -2.516786, 0.744926], [-1.577463, -1.688866, 2.005483], [0.863938, 1.624205, 0.029342], [-0.492718, 0.120026, 1.645766], [-1.700683, -0.615511, 2.031557], [3.238949, 0.541520, -0.721955], [2.316113, -0.862201, -1.252579], [1.074541, 0.567385, -0.132112], [1.984687, 0.559297, -2.009937], [0.777592, -1.895414, -0.666515], [-0.272567, 2.013569, -2.665960], [0.329629, -0.308873, 0.571620], [-1.989827, -0.188286, 2.994296], [-2.535578, -0.350534, 1.363865], [2.249154, 0.204737, -1.009305], [-0.962505, -1.598145, -0.499221]],
  "forces_ev_per_angstrom": [[2.0, 0.5, -0.2], [0.6, 0.5, -0.3], [0.1, 0.2, 0.5], [-0.2, -0.8, 0.8], [-0.3, 0.0, 0.3], [0.1, 0.0, 0.4], [0.5, 0.0, 0.3], [0.4, -0.2, -0.9], [-0.4, 1.4, -0.6], [-0.1, 0.3, 0.3], [0.1, 0.0, 0.7], [0.5, -0.5, 0.7], [0.6, 0.6, -0.2], [-0.3, -0.4, -0.3], [-0.4, 0.3, -0.5], [-1.8, -0.2, 0.0], [0.0, -0.7, 0.2], [0.0, -0.3, -0.1], [-1.4, -0.5, -1.5], [-0.1, -0.3, 0.2]],
  "lowdin_charge": [-0.037, -0.058, 0.110, -0.018, 0.073, 0.067, 0.101, -0.055, -0.109, 0.068, 0.061, -0.169, 0.061, 0.058, 0.037, -0.343, 0.079, 0.082, -0.105, 0.095],
  "smiles": "C/C=C(\\C)NC.O",
  "total_energy_ev": -8932.10565,
  "e_above_lowest_kcal_mol": 43.9,
  "total_charge": 0,
  "fmax_ev_per_a": 2.099,
  "homo_lumo_gap_ev": 8.78,
  "lumo_ev": 0.9
}